(1)
# C3H5N3

The molecule C3H5N3 (wB97M-V/def2-TZVPD, the OMol25 dataset).

Geometry as XYZ:
```
11
Properties=species:S:1:pos:R:3:forces:R:3
N 1.40741 1.18654 0.30992 -0.04 -0.53 -0.11
N -1.78115 -0.55070 -0.21578 -0.19 0.19 0.07
N 1.73177 -0.10070 0.04530 -0.03 0.00 -0.02
C 0.65457 -0.87677 -0.18396 -0.13 0.02 0.00
C -0.45256 -0.07419 -0.05454 0.28 -0.05 0.01
C 0.08092 1.20451 0.25484 0.03 0.02 -0.01
H -2.27256 -0.60242 0.66901 0.01 0.03 -0.10
H 0.71242 -1.92790 -0.42413 0.09 0.11 0.04
H -2.31979 0.02862 -0.84746 0.02 -0.02 0.07
H 2.68830 -0.42351 0.01519 -0.16 0.46 0.10
H -0.44934 2.13651 0.43162 0.13 -0.24 -0.04
```
Positions in Å, forces in eV/Å.

Computed properties:
structure (SMILES)	Nc1cn[nH]c1
ΔE to the lowest compared entry with this formula, charge and spin	0.750	eV
lowest unoccupied orbital energy	1.1	eV
gap between HOMO and LUMO	10.15	eV



(2)
# C6H9NO

A structure of composition C6H9NO (wB97M-V/def2-TZVPD, the OMol25 dataset).

Geometry as XYZ:
```
17
Properties=species:S:1:pos:R:3:forces:R:3
O 2.70661 -0.34295 -0.06802 -1.47 0.12 0.03
N -0.40576 -0.87898 -1.09001 -0.58 -2.83 -1.14
C 0.85427 1.23616 0.10800 2.04 2.35 1.51
C -0.65285 1.30324 -0.03920 -2.17 -1.03 -0.48
C -0.62440 -1.11086 0.89568 -1.98 -1.38 -0.23
C 1.49216 -0.19881 -0.00511 2.79 3.65 1.13
C 0.53334 -1.22738 -0.09017 1.08 -5.28 1.09
C -1.15176 -0.14229 -0.18243 -1.31 1.74 2.19
H -1.04447 1.68592 -1.02580 0.88 0.49 0.96
H -1.28682 -2.03246 0.77358 1.14 0.93 0.21
H 1.12455 -2.23048 -0.16150 -1.27 1.41 -0.06
H -0.59053 -0.90578 1.94985 0.54 0.55 0.30
H -1.33842 1.70877 0.76530 1.42 0.17 -0.62
H 1.26127 1.87275 1.06360 -0.96 -2.06 -1.95
H -0.03111 -0.46734 -1.85929 1.03 1.67 -2.91
H 1.35759 1.82080 -0.67926 -0.21 -0.22 0.05
H -2.20366 -0.09031 -0.35520 -0.96 -0.27 -0.10
```
Positions in Å, forces in eV/Å.

Computed properties:
ΔE to the lowest compared entry with this formula, charge and spin	2.428	eV
lowest unoccupied orbital energy	0.9	eV
gap between HOMO and LUMO	9.88	eV



(3)
# C17H42N3O9S2

A structure of composition C17H42N3O9S2 (wB97M-V/def2-TZVPD, the OMol25 dataset).

Geometry as XYZ:
```
73
Properties=species:S:1:pos:R:3:forces:R:3
S -1.44253 -0.48267 -4.46405 -0.63 -1.39 -2.18
S -4.02653 -5.13667 1.43295 -2.57 -1.40 -1.41
O -1.51053 -1.03667 -3.14205 -0.06 -0.46 0.57
O -2.59453 1.66833 -0.41105 6.20 0.54 1.22
O -4.97153 -6.03567 0.81895 0.66 -0.47 0.25
O 5.24347 1.72933 0.53095 -3.99 -0.99 -1.80
O -4.40653 -4.50167 2.63395 0.02 0.58 2.47
O 1.38647 1.88633 -1.82305 0.89 -0.31 -1.69
O 0.36847 -0.98767 5.54895 2.90 4.27 -3.06
O -1.37153 -1.29667 -5.66805 0.40 -0.37 1.07
O 1.16947 1.80133 2.26795 -0.22 2.84 3.26
N -0.19753 1.13233 0.03795 -5.12 -3.54 2.29
N 2.93647 2.17333 0.21795 5.01 -0.15 6.79
N 1.83947 -0.03167 3.89095 0.74 0.68 0.86
C -0.23153 0.74733 -4.57105 1.63 -4.34 1.97
C -1.39053 2.02633 -0.20005 -4.60 -0.07 -0.91
C 4.15847 1.34333 0.05895 3.99 -2.20 1.33
C -0.59953 -0.44667 0.15595 1.74 3.75 -4.59
C -1.51953 -4.70067 1.32795 1.36 2.83 3.60
C -3.69253 -3.85567 0.34795 1.04 1.24 -1.51
C 3.21747 0.37333 4.29295 -2.16 1.03 2.49
C -0.60653 1.44433 -5.67505 -2.30 1.39 -8.33
C -2.72553 0.67033 -4.81105 -3.32 -1.97 2.86
C -2.12553 1.69733 -5.69305 -0.86 3.44 -0.25
C 0.19847 1.47533 5.10495 0.60 -9.19 12.21
C -1.03053 3.49833 -0.18105 4.36 -10.60 2.01
C 3.31247 3.49733 0.75595 3.09 0.20 -1.01
C -2.39453 -5.78067 1.54895 -1.20 -3.62 1.47
C 0.83747 0.02533 4.94495 -4.41 -3.12 3.47
C 4.01747 -0.16867 -0.56505 -0.63 1.61 -0.51
C -2.13453 -3.97567 0.25895 1.03 2.64 -5.38
H 3.92947 4.02133 0.07695 0.18 0.49 -1.57
H -0.43453 1.68833 6.11295 0.88 -1.58 -2.55
H -2.39253 2.68133 -5.29005 0.55 0.05 0.95
H 2.40747 2.06133 -0.56405 -3.61 0.21 -5.06
H 0.04347 2.23033 -5.81005 0.80 2.66 -0.21
H -2.26853 -6.65667 0.95795 -0.10 -0.43 -1.31
H 4.30747 -0.11967 -1.63205 -0.10 0.34 0.43
H -4.12853 -4.05067 -0.65305 0.19 0.08 0.76
H 0.99247 2.67133 2.92995 0.79 -3.53 -3.09
H -0.78553 3.86833 -0.97305 1.58 3.68 -10.10
H -2.64053 2.00033 -6.65805 0.93 -1.85 0.42
H -0.43653 -4.90067 1.26795 -0.60 0.00 -0.23
H -1.70753 -3.97267 2.23095 0.89 -1.31 -0.97
H -1.87553 -4.51867 -0.77105 -0.59 1.31 1.94
H -3.64553 0.06633 -5.21605 1.81 1.19 0.79
H -0.11753 3.60233 0.20095 3.43 0.54 3.11
H 0.19847 -0.96967 -0.33905 0.85 -0.48 0.90
H -1.59353 -2.99867 0.28295 -0.82 -0.31 -0.89
H -1.74453 3.87133 0.18995 -9.46 5.95 5.50
H -0.49253 0.94833 -6.72605 0.45 -0.11 2.10
H -1.30753 -0.53267 -0.63105 -1.25 -0.04 -0.43
H 0.88947 2.05233 5.34195 6.77 5.49 1.37
H 0.39047 1.38633 0.82395 -0.15 0.82 1.25
H -4.16653 -2.93367 0.77795 0.88 -0.74 -0.36
H 2.96747 -0.53067 -0.60805 0.59 0.42 0.33
H 4.00747 3.65333 1.58795 -0.26 -1.87 0.45
H -1.01553 -0.68467 1.04295 -0.70 -0.68 3.06
H 3.80447 0.20233 3.51695 2.59 -0.69 -3.80
H 2.55447 4.10133 1.00395 -3.52 1.67 0.41
H -0.36753 1.28333 -3.72105 0.06 1.79 2.87
H 2.19247 -0.90967 3.55995 -1.86 -1.42 -0.46
H -2.29353 -6.19867 2.51095 -0.17 -0.40 1.56
H 1.69247 1.77433 -2.78605 -0.82 0.29 2.48
H -2.94053 0.92133 -3.65805 -0.10 0.38 -2.67
H 3.55547 -0.28067 5.04895 0.25 -0.40 1.28
H 0.74247 0.31133 -4.62705 0.67 -0.38 0.18
H 3.30447 1.39733 4.51795 -0.11 1.19 0.69
H -0.21353 1.71733 4.37095 -6.68 3.63 -11.31
H 0.30147 1.36033 -0.76605 2.70 0.07 -3.88
H 1.43047 0.76233 3.15595 0.38 0.45 -1.34
H 4.69147 -0.94067 -0.15005 -0.28 0.94 0.42
H 2.45147 1.81233 1.09595 -0.61 -0.27 -0.56
```
Positions in Å, forces in eV/Å.

Computed properties:
total charge	+1
lowest unoccupied orbital energy	-3.3	eV
gap between HOMO and LUMO	8.61	eV